(1)
{
  "formula": "C30H57BrNO12",
  "method": "wB97M-V/def2-TZVPD",
  "symbols": ["C", "C", "C", "O", "O", "C", "C", "C", "C", "C", "C", "C", "C", "Br", "C", "C", "C", "C", "C", "O", "O", "N", "C", "C", "C", "C", "C", "O", "C", "C", "C", "O", "C", "O", "H", "H", "H", "H", "H", "H", "H", "H", "H", "H", "H", "H", "H", "H", "H", "H", "H", "H", "H", "H", "H", "H", "H", "H", "H", "H", "H", "H", "H", "H", "H", "H", "H", "H", "H", "H", "H", "C", "O", "H", "H", "H", "H", "C", "O", "H", "H", "H", "H", "C", "O", "H", "H", "H", "H", "C", "O", "H", "H", "H", "H", "C", "O", "H", "H", "H", "H"],
  "coordinates": [[-5.179, 7.127, 2.904], [-5.459, 5.721, 2.799], [-4.339, 4.570, 2.854], [-3.250, 4.851, 2.272], [-4.556, 3.338, 3.550], [-5.355, 2.422, 2.744], [-4.754, 0.946, 2.621], [-4.116, 0.366, 3.986], [-2.586, 0.847, 4.079], [-1.497, -0.252, 3.662], [-1.868, -1.125, 2.367], [-0.807, -1.056, 1.180], [-0.306, 0.284, 0.512], [-0.996, 2.016, 1.166], [0.709, 0.296, -0.689], [1.191, 1.694, -1.345], [2.708, 2.062, -0.955], [2.942, 2.372, 0.600], [2.792, 3.955, 0.871], [1.720, 4.497, 0.532], [3.895, 4.647, 1.465], [1.212, -0.966, -1.226], [2.145, -1.066, -2.393], [1.239, -1.525, -3.674], [1.513, -0.599, -4.976], [1.146, -1.437, -6.305], [0.795, -2.237, -0.638], [1.305, -3.448, -1.222], [-0.196, -2.364, 0.546], [-0.557, -3.850, 1.025], [0.717, -4.463, 1.783], [0.788, -5.896, 1.519], [2.073, -6.276, 1.040], [3.138, -6.170, 1.710], [-4.899, 7.642, 3.895], [-5.233, 7.837, 1.993], [-6.538, 5.368, 2.673], [-6.440, 2.419, 3.096], [-5.370, 2.853, 1.672], [-3.969, 0.918, 1.769], [-5.603, 0.249, 2.260], [-4.158, -0.788, 3.934], [-4.757, 0.732, 4.872], [-2.506, 1.842, 3.529], [-2.390, 1.088, 5.195], [-1.232, -0.879, 4.592], [-0.525, 0.325, 3.409], [-1.897, -2.229, 2.715], [-2.895, -0.917, 1.915], [1.198, 1.487, -2.485], [0.446, 2.540, -1.187], [2.992, 2.979, -1.583], [3.470, 1.236, -1.245], [4.056, 2.132, 0.813], [2.341, 1.723, 1.321], [4.705, 4.081, 1.404], [2.689, -0.099, -2.646], [2.967, -1.860, -2.225], [1.360, -2.638, -3.920], [0.116, -1.389, -3.422], [2.585, -0.204, -4.956], [0.773, 0.279, -4.925], [2.073, -1.504, -6.978], [0.249, -0.976, -6.834], [0.854, -2.521, -6.051], [0.535, -3.884, -1.677], [-1.543, -3.938, 1.587], [-0.690, -4.466, 0.055], [0.748, -4.274, 2.907], [1.670, -3.973, 1.347], [2.207, -6.764, -0.001], [6.713, 1.305, -2.792], [5.521, 0.592, -2.480], [6.450, 2.196, -3.364], [7.217, 1.603, -1.870], [7.373, 0.674, -3.391], [5.781, -0.189, -1.976], [-3.146, 1.308, -2.301], [-2.933, -0.016, -1.832], [-3.550, 1.263, -3.313], [-3.860, 1.819, -1.649], [-2.198, 1.851, -2.313], [-2.576, 0.053, -0.936], [7.641, 4.768, -0.098], [7.846, 3.440, 0.368], [7.235, 4.727, -1.109], [6.933, 5.281, 0.557], [8.593, 5.304, -0.112], [8.206, 3.504, 1.262], [-7.958, 0.768, 0.513], [-7.114, 1.911, 0.558], [-8.234, 0.495, 1.532], [-8.861, 0.998, -0.057], [-7.425, -0.065, 0.047], [-6.885, 2.131, -0.354], [2.393, -10.203, -1.078], [3.181, -9.071, -1.418], [2.029, -10.666, -1.995], [3.001, -10.924, -0.527], [1.541, -9.891, -0.468], [3.491, -8.681, -0.590]],
  "charge": 1,
  "molar_mass_g_mol": 703.69,
  "homo_lumo_gap_ev": 5.9
}

(2)
{
  "formula": "C68H187N17O17",
  "method": "wB97M-V/def2-TZVPD",
  "symbols": ["C", "C", "C", "O", "C", "N", "H", "H", "H", "H", "H", "H", "H", "H", "H", "H", "H", "C", "C", "C", "O", "C", "N", "H", "H", "H", "H", "H", "H", "H", "H", "H", "H", "H", "C", "C", "C", "O", "C", "N", "H", "H", "H", "H", "H", "H", "H", "H", "H", "H", "H", "C", "C", "C", "O", "C", "N", "H", "H", "H", "H", "H", "H", "H", "H", "H", "H", "H", "C", "C", "C", "O", "C", "N", "H", "H", "H", "H", "H", "H", "H", "H", "H", "H", "H", "C", "C", "C", "O", "C", "N", "H", "H", "H", "H", "H", "H", "H", "H", "H", "H", "H", "C", "C", "C", "O", "C", "N", "H", "H", "H", "H", "H", "H", "H", "H", "H", "H", "H", "C", "C", "C", "O", "C", "N", "H", "H", "H", "H", "H", "H", "H", "H", "H", "H", "H", "C", "C", "C", "O", "C", "N", "H", "H", "H", "H", "H", "H", "H", "H", "H", "H", "H", "C", "C", "C", "O", "C", "N", "H", "H", "H", "H", "H", "H", "H", "H", "H", "H", "H", "C", "C", "C", "O", "C", "N", "H", "H", "H", "H", "H", "H", "H", "H", "H", "H", "H", "C", "C", "C", "O", "C", "N", "H", "H", "H", "H", "H", "H", "H", "H", "H", "H", "H", "C", "C", "C", "O", "C", "N", "H", "H", "H", "H", "H", "H", "H", "H", "H", "H", "H", "C", "C", "C", "O", "C", "N", "H", "H", "H", "H", "H", "H", "H", "H", "H", "H", "H", "C", "C", "C", "O", "C", "N", "H", "H", "H", "H", "H", "H", "H", "H", "H", "H", "H", "C", "C", "C", "O", "C", "N", "H", "H", "H", "H", "H", "H", "H", "H", "H", "H", "H", "C", "C", "C", "O", "C", "N", "H", "H", "H", "H", "H", "H", "H", "H", "H", "H", "H"],
  "coordinates": [[0.919, 8.480, 2.016], [-0.136, 7.942, 1.057], [-0.194, 6.412, 1.197], [-1.152, 5.887, 0.321], [-0.871, 4.564, -0.069], [-1.398, 8.663, 1.291], [0.901, 7.912, 2.949], [0.729, 9.535, 2.204], [1.940, 8.362, 1.645], [0.186, 8.064, 0.013], [-0.388, 6.148, 2.245], [0.803, 6.044, 0.918], [-1.659, 4.036, -0.600], [-0.694, 3.898, 0.789], [0.096, 4.588, -0.583], [-2.050, 8.262, 0.619], [-1.201, 9.606, 0.970], [2.375, 6.056, 5.019], [1.157, 5.303, 5.497], [0.514, 4.500, 4.371], [-0.702, 3.927, 4.821], [-1.424, 3.227, 3.835], [1.525, 4.411, 6.596], [3.149, 5.380, 4.637], [2.884, 6.641, 5.786], [2.125, 6.781, 4.242], [0.441, 6.083, 5.772], [1.235, 3.780, 3.964], [0.162, 5.187, 3.586], [-2.423, 3.034, 4.215], [-0.836, 2.316, 3.663], [-1.504, 3.816, 2.912], [0.801, 3.741, 6.820], [2.344, 3.894, 6.292], [5.266, -2.204, -7.454], [4.791, -3.646, -7.217], [3.286, -3.827, -7.273], [2.664, -3.102, -6.227], [1.252, -3.132, -6.224], [5.342, -4.500, -8.261], [6.353, -2.132, -7.483], [4.910, -1.603, -6.614], [4.851, -1.752, -8.355], [5.177, -3.958, -6.239], [3.042, -4.885, -7.105], [2.874, -3.531, -8.242], [0.820, -2.901, -7.199], [0.879, -2.429, -5.483], [0.897, -4.132, -5.955], [6.354, -4.483, -8.208], [5.070, -5.475, -8.235], [3.333, -2.912, -1.087], [3.671, -3.106, -2.560], [3.861, -4.548, -2.987], [4.927, -5.169, -2.285], [6.222, -4.917, -2.786], [2.590, -2.467, -3.331], [4.096, -3.371, -0.455], [2.368, -3.325, -0.776], [3.231, -1.852, -0.846], [4.608, -2.586, -2.766], [4.034, -4.650, -4.066], [2.926, -5.088, -2.815], [6.886, -5.306, -2.010], [6.397, -3.855, -2.963], [6.387, -5.578, -3.646], [1.688, -2.917, -3.138], [2.766, -2.651, -4.319], [7.016, 0.350, 5.079], [5.563, -0.065, 4.909], [5.201, -0.714, 3.580], [5.712, 0.069, 2.547], [5.474, -0.409, 1.232], [5.243, -0.922, 6.074], [7.315, 1.097, 4.342], [7.589, -0.570, 4.952], [7.147, 0.803, 6.060], [4.941, 0.839, 4.965], [4.106, -0.825, 3.548], [5.541, -1.761, 3.530], [6.066, -1.304, 1.025], [5.732, 0.414, 0.565], [4.409, -0.637, 1.109], [4.341, -1.381, 5.923], [5.019, -0.314, 6.856], [-5.847, -3.349, 2.682], [-6.312, -1.930, 2.354], [-7.410, -1.477, 3.317], [-7.853, -0.173, 3.001], [-8.917, 0.254, 3.814], [-5.171, -0.996, 2.468], [-5.536, -3.454, 3.721], [-5.076, -3.710, 2.000], [-6.680, -4.027, 2.466], [-6.697, -1.896, 1.329], [-6.959, -1.504, 4.316], [-8.282, -2.141, 3.264], [-9.877, -0.195, 3.531], [-9.104, 1.324, 3.721], [-8.714, 0.020, 4.863], [-5.556, -0.164, 2.902], [-4.534, -1.378, 3.165], [0.569, -1.566, 7.414], [1.029, -2.592, 6.391], [0.397, -2.507, 4.998], [-0.971, -2.819, 5.013], [-1.587, -2.817, 3.749], [2.489, -2.507, 6.215], [1.177, -1.800, 8.289], [-0.469, -1.738, 7.699], [0.677, -0.561, 7.009], [0.743, -3.590, 6.751], [0.880, -3.246, 4.340], [0.604, -1.523, 4.562], [-1.158, -3.633, 3.152], [-1.410, -1.894, 3.185], [-2.650, -2.990, 3.892], [2.850, -2.607, 7.163], [2.849, -3.355, 5.781], [2.101, 8.253, -2.575], [2.682, 6.906, -2.962], [1.574, 5.900, -3.236], [2.099, 4.592, -3.536], [1.033, 3.661, -3.574], [3.589, 7.078, -4.127], [2.921, 8.973, -2.514], [1.653, 8.233, -1.580], [1.444, 8.666, -3.339], [3.352, 6.491, -2.199], [0.932, 6.134, -4.096], [0.865, 5.930, -2.397], [1.507, 2.717, -3.851], [0.218, 3.882, -4.265], [0.632, 3.438, -2.580], [4.486, 7.417, -3.798], [3.788, 6.159, -4.493], [-2.842, 0.534, 5.663], [-4.210, -0.010, 6.054], [-5.361, 0.913, 5.681], [-5.141, 2.157, 6.299], [-6.062, 3.146, 5.925], [-4.314, -1.371, 5.543], [-2.638, 0.650, 4.596], [-2.078, -0.185, 5.982], [-2.576, 1.457, 6.178], [-4.210, -0.022, 7.153], [-6.294, 0.508, 6.102], [-5.507, 1.036, 4.601], [-5.757, 3.585, 4.964], [-6.132, 3.912, 6.693], [-7.057, 2.738, 5.701], [-5.220, -1.731, 5.841], [-3.635, -1.947, 6.032], [-5.206, -5.543, -2.918], [-4.954, -5.267, -1.441], [-5.409, -3.876, -1.026], [-4.616, -2.867, -1.582], [-4.459, -1.703, -0.819], [-5.720, -6.288, -0.665], [-6.184, -5.173, -3.224], [-5.158, -6.620, -3.087], [-4.409, -5.122, -3.527], [-3.947, -5.561, -1.136], [-5.422, -3.865, 0.075], [-6.473, -3.723, -1.261], [-3.899, -1.890, 0.108], [-5.436, -1.271, -0.574], [-3.857, -0.945, -1.317], [-5.627, -6.107, 0.333], [-6.708, -6.072, -0.818], [3.814, 3.772, 0.597], [3.677, 3.356, 2.048], [2.634, 2.241, 2.246], [2.490, 2.075, 3.651], [1.507, 1.147, 3.979], [5.001, 2.871, 2.487], [4.186, 3.001, -0.082], [4.354, 4.708, 0.478], [2.812, 3.941, 0.172], [3.273, 4.166, 2.662], [2.945, 1.304, 1.768], [1.708, 2.464, 1.698], [0.574, 1.179, 3.397], [1.187, 1.202, 5.021], [1.853, 0.117, 3.809], [4.783, 2.525, 3.421], [5.141, 2.052, 1.914], [5.856, 3.950, -2.385], [5.298, 3.026, -3.456], [4.250, 2.008, -2.928], [4.794, 1.075, -2.019], [5.531, -0.012, -2.525], [4.679, 3.821, -4.531], [6.313, 3.339, -1.600], [5.082, 4.468, -1.813], [6.580, 4.630, -2.827], [6.128, 2.426, -3.839], [3.731, 1.524, -3.765], [3.498, 2.569, -2.368], [5.770, -0.614, -1.649], [6.428, 0.255, -3.093], [4.929, -0.620, -3.211], [3.788, 4.195, -4.184], [4.358, 3.102, -5.181], [-4.670, 2.774, 2.308], [-5.728, 3.034, 1.226], [-5.430, 2.315, -0.076], [-4.186, 2.751, -0.548], [-3.808, 2.216, -1.799], [-6.996, 2.571, 1.828], [-3.735, 3.268, 2.032], [-4.419, 1.723, 2.479], [-4.994, 3.140, 3.282], [-5.778, 4.105, 1.022], [-6.216, 2.595, -0.794], [-5.469, 1.226, 0.074], [-3.713, 1.127, -1.780], [-2.874, 2.702, -2.076], [-4.558, 2.483, -2.553], [-6.815, 1.612, 2.126], [-7.696, 2.417, 1.101], [1.700, 0.612, -0.688], [0.549, -0.232, -1.227], [-0.859, 0.093, -0.740], [-0.918, 0.076, 0.659], [-1.972, 0.833, 1.226], [0.579, -0.265, -2.682], [2.629, 0.281, -1.150], [1.825, 0.435, 0.382], [1.484, 1.671, -0.842], [0.741, -1.257, -0.868], [-1.614, -0.597, -1.147], [-1.215, 1.056, -1.141], [-2.958, 0.431, 0.975], [-1.969, 1.838, 0.788], [-1.868, 0.930, 2.303], [1.546, -0.474, -2.929], [0.099, -1.091, -3.032], [-1.912, -3.261, -3.360], [-1.225, -4.578, -3.121], [-1.481, -5.515, -4.320], [-0.661, -6.676, -4.281], [-0.983, -7.583, -3.247], [0.174, -4.332, -2.731], [-1.420, -2.599, -4.086], [-1.940, -2.544, -2.531], [-2.936, -3.410, -3.707], [-1.738, -5.038, -2.260], [-1.090, -4.981, -5.190], [-2.509, -5.814, -4.524], [-1.994, -7.982, -3.360], [-0.832, -7.155, -2.250], [-0.269, -8.403, -3.328], [0.564, -5.273, -2.643], [0.139, -4.040, -1.745], [2.132, -4.795, 1.930], [0.763, -5.448, 2.053], [-0.068, -5.507, 0.778], [-0.066, -4.268, 0.086], [-0.971, -3.303, 0.547], [0.871, -6.786, 2.662], [2.590, -4.808, 2.920], [2.018, -3.747, 1.643], [2.756, -5.367, 1.241], [0.241, -4.848, 2.811], [-1.086, -5.881, 0.898], [0.469, -6.199, 0.120], [-0.649, -2.916, 1.519], [-2.015, -3.633, 0.617], [-0.991, -2.426, -0.103], [1.574, -6.737, 3.386], [1.199, -7.458, 1.974], [-2.009, -2.233, -7.870], [-2.326, -0.793, -8.184], [-1.690, 0.236, -7.244], [-2.296, 0.164, -5.975], [-1.801, 1.119, -5.053], [-1.980, -0.435, -9.569], [-0.969, -2.411, -8.150], [-2.589, -2.934, -8.473], [-2.264, -2.505, -6.845], [-3.414, -0.670, -8.184], [-1.682, 1.251, -7.656], [-0.622, -0.019, -7.134], [-1.671, 2.084, -5.556], [-0.830, 0.758, -4.697], [-2.439, 1.274, -4.185], [-0.998, -0.189, -9.669], [-2.459, 0.426, -9.809]],
  "molar_mass_g_mol": 1515.35,
  "e_above_lowest_ev": 1.4736,
  "homo_lumo_gap_ev": 9.0
}